1.
Below is a structure of composition C51H78AsCsN6O, with properties calculated with the ωB97M-V functional and the def2-TZVPD basis.

For the energy, the calculation gives -126529.116 eV. Its spin multiplicity is 1. The net charge is -2. The energy above the lowest of the compared OMol25 structures with the same formula, charge and spin is 11.9 kcal per mole. As for the HOMO energy: -1.3 eV.

Last column: Löwdin charge in e.
Cartesian coordinates (Å):
Cs1 0.454 -0.793 0.662  0.989
N1 -0.612 2.282 -1.491  0.148
C1 -0.409 3.515 -0.959  -0.254
C2 -1.244 4.598 -1.164  -0.030
C3 -0.904 5.866 -0.667  -0.107
C4 0.251 6.089 0.038  -0.083
C5 1.103 4.995 0.318  -0.171
C6 2.285 5.097 1.089  -0.029
C7 3.005 3.974 1.380  -0.053
C8 2.539 2.724 0.917  -0.146
N2 1.471 2.594 0.172  0.109
C9 0.767 3.708 -0.153  -0.163
H1 -1.549 1.912 -1.678  0.048
H2 -0.010 1.572 -1.107  0.011
H3 -2.170 4.456 -1.708  0.109
H4 -1.585 6.689 -0.850  0.093
H5 0.506 7.073 0.413  0.092
H6 2.589 6.071 1.459  0.106
H7 3.900 4.010 1.986  0.102
H8 3.043 1.816 1.234  0.081
N3 -3.117 -1.801 0.722  0.132
C10 -3.824 -1.581 1.876  -0.317
C11 -4.913 -0.695 1.935  -0.042
C12 -5.614 -0.515 3.116  -0.119
C13 -5.275 -1.211 4.272  -0.149
C14 -4.204 -2.097 4.217  -0.125
C15 -3.490 -2.285 3.048  -0.042
H9 -3.129 -1.077 0.009  0.049
H10 -2.237 -2.324 0.844  0.026
H11 -5.187 -0.128 1.054  0.101
H12 -6.435 0.195 3.126  0.091
H13 -5.824 -1.056 5.193  0.075
H14 -3.908 -2.645 5.106  0.088
H15 -2.636 -2.954 3.019  0.102
C16 3.149 1.879 -2.720  -0.180
C17 3.620 0.599 -2.039  -0.454
As1 2.476 -0.926 -2.527  1.168
C18 2.873 -1.011 -4.462  -0.456
C19 4.339 -0.921 -4.856  -0.179
C20 3.636 -2.391 -1.899  -0.457
C21 3.265 -3.724 -2.537  -0.185
H16 3.709 2.749 -2.369  0.069
H17 2.094 2.070 -2.520  0.046
H18 3.276 1.819 -3.805  0.052
H19 3.554 0.691 -0.952  0.030
H20 4.665 0.381 -2.275  0.058
H21 2.288 -0.210 -4.921  0.051
H22 2.423 -1.948 -4.798  0.029
H23 4.763 0.047 -4.583  0.053
H24 4.478 -1.049 -5.934  0.061
H25 4.932 -1.689 -4.355  0.056
H26 3.501 -2.432 -0.815  0.050
H27 4.686 -2.141 -2.074  0.051
H28 2.194 -3.918 -2.465  0.031
H29 3.790 -4.552 -2.055  0.067
H30 3.524 -3.741 -3.599  0.054
C22 1.144 -4.276 2.151  -0.083
C23 -0.139 -4.302 1.309  -0.665
C24 0.108 -5.061 -0.001  -0.078
O1 -0.567 -3.025 1.068  -0.657
H31 1.507 -5.276 2.421  0.062
H32 0.975 -3.708 3.068  0.064
H33 1.946 -3.770 1.599  0.062
H34 -0.889 -4.900 1.881  0.115
H35 0.841 -4.511 -0.601  0.052
H36 -0.818 -5.108 -0.579  0.068
H37 0.482 -6.080 0.157  0.062
C25 -6.968 3.429 -0.804  -0.080
C26 -5.638 2.848 -0.383  -0.319
C27 -5.119 3.142 0.869  -0.069
C28 -3.899 2.558 1.241  -0.303
C29 -3.321 2.794 2.613  -0.049
C30 -3.240 1.733 0.365  -0.051
C31 -3.709 1.409 -0.956  -0.321
C32 -4.967 2.012 -1.270  -0.022
N4 -2.915 0.578 -1.651  0.005
C33 -3.140 -0.005 -2.970  -0.626
C34 -1.840 0.211 -3.764  -0.067
C35 -4.283 0.507 -3.863  -0.075
C36 -3.342 -1.516 -2.784  -0.058
H38 -7.365 4.099 -0.039  0.059
H39 -7.705 2.641 -0.978  0.069
H40 -6.874 3.997 -1.734  0.067
H41 -5.656 3.787 1.557  0.088
H42 -3.999 3.387 3.230  0.065
H43 -2.365 3.319 2.555  0.069
H44 -3.145 1.842 3.122  0.074
H45 -2.335 1.244 0.716  0.098
H46 -5.455 1.834 -2.214  0.065
H47 -1.654 1.277 -3.909  0.073
H48 -1.894 -0.255 -4.754  0.046
H49 -0.988 -0.212 -3.228  0.065
H50 -4.231 1.588 -4.010  0.077
H51 -5.262 0.251 -3.463  0.068
H52 -4.200 0.030 -4.846  0.064
H53 -2.501 -1.950 -2.240  0.076
H54 -3.439 -2.038 -3.746  0.058
H55 -4.246 -1.704 -2.201  0.079
C37 -1.387 -3.524 -7.355  -0.104
C38 -1.350 -2.524 -6.202  -0.241
C39 -0.584 -3.015 -5.058  -0.226
N5 0.023 -3.403 -4.166  0.189
H56 -1.934 -3.099 -8.197  0.069
H57 -1.884 -4.445 -7.054  0.077
H58 -0.381 -3.776 -7.689  0.074
H59 -2.355 -2.298 -5.842  0.097
H60 -0.914 -1.574 -6.514  0.112
C40 6.014 -0.973 5.837  -0.080
C41 5.332 -0.778 4.502  -0.323
C42 6.052 -0.981 3.328  -0.085
C43 5.385 -0.826 2.104  -0.312
C44 6.142 -1.009 0.814  -0.061
C45 4.057 -0.475 2.082  -0.044
C46 3.267 -0.194 3.264  -0.316
C47 3.998 -0.405 4.485  -0.020
N6 2.023 0.205 3.046  -0.045
C48 1.020 0.628 4.020  -0.637
C49 0.477 1.976 3.517  -0.063
C50 1.406 0.840 5.495  -0.076
C51 -0.141 -0.385 4.026  -0.081
H61 7.048 -1.296 5.707  0.057
H62 5.496 -1.728 6.435  0.069
H63 6.018 -0.048 6.419  0.067
H64 7.097 -1.272 3.360  0.086
H65 6.826 -1.860 0.870  0.070
H66 6.743 -0.124 0.584  0.074
H67 5.464 -1.172 -0.024  0.038
H68 3.557 -0.373 1.121  0.052
H69 3.513 -0.286 5.440  0.066
H70 1.256 2.739 3.612  0.078
H71 -0.401 2.299 4.084  0.072
H72 0.212 1.921 2.460  0.051
H73 2.264 1.508 5.597  0.077
H74 1.630 -0.100 5.999  0.067
H75 0.558 1.297 6.014  0.073
H76 -0.522 -0.583 3.025  -0.028
H77 -0.984 -0.021 4.621  0.080
H78 0.190 -1.344 4.431  0.083

2.
Below is a cluster of 16 separate species, C51H78ClF5N18O4P3 in total, with properties calculated with the ωB97M-V functional and the def2-TZVPD basis.

For the energy, the calculation gives -143132.080 eV. Its spin multiplicity is 1. The net charge is +1. As for the HOMO energy: -10.3 eV.

Last column: Löwdin charge in e.
Cartesian coordinates (Å):
C1 0.345 0.608 7.056  -0.092
C2 1.176 1.592 6.205  -0.247
C3 1.531 1.083 4.803  -0.185
C4 0.245 0.772 4.075  -0.217
O1 0.481 0.880 2.637  -0.156
N1 -0.280 -0.007 1.844  -0.039
C5 -1.167 0.650 1.025  -0.297
N2 -2.239 1.231 1.499  0.169
C6 -2.737 1.210 2.874  -0.190
C7 -4.260 1.175 2.878  -0.051
N3 -0.987 0.737 -0.335  0.022
C8 -1.937 0.022 -1.187  -0.448
F1 -1.547 0.220 -2.465  0.129
F2 -3.158 0.625 -1.052  0.120
C9 -2.072 -1.459 -0.912  -0.103
C10 -2.713 -1.939 0.233  -0.003
C11 -2.773 -3.302 0.483  -0.022
C12 -2.201 -4.206 -0.408  0.011
C13 -1.603 -3.723 -1.567  -0.093
C14 -0.965 -4.664 -2.555  -0.552
F3 -1.250 -5.957 -2.291  0.124
F4 -1.385 -4.414 -3.819  0.129
F5 0.382 -4.544 -2.571  0.141
C15 -1.541 -2.360 -1.824  0.049
C16 0.427 0.691 -0.745  -0.416
P1 1.222 2.265 0.000  0.651
O2 2.404 2.568 -1.060  -0.389
Cl1 -0.229 3.653 -0.584  0.256
C17 1.098 -0.611 -0.250  -0.396
P2 2.948 -0.462 -0.491  0.970
C18 3.068 -0.105 -2.285  -0.257
C19 3.560 -2.205 -0.400  -0.411
C20 4.436 -2.615 -1.589  -0.152
C21 0.541 -1.031 1.162  -0.307
P3 1.590 -1.738 2.556  0.910
O3 2.023 -3.187 1.927  -0.271
O4 2.940 -0.839 2.479  -0.308
H1 0.177 -0.350 6.558  0.054
H2 -0.635 1.017 7.309  0.069
H3 0.851 0.384 7.995  0.069
H4 0.606 2.519 6.101  0.046
H5 2.084 1.836 6.757  0.108
H6 2.068 1.885 4.293  0.122
H7 2.165 0.200 4.907  0.103
H8 -0.213 -0.185 4.319  0.049
H9 -0.475 1.545 4.351  0.108
H10 -2.796 1.761 0.842  0.157
H11 -2.337 0.339 3.389  0.080
H12 -2.381 2.109 3.377  0.129
H13 -4.603 1.265 3.907  0.083
H14 -4.693 1.966 2.267  0.084
H15 -4.609 0.208 2.508  0.076
H16 -3.161 -1.262 0.949  0.113
H17 -3.247 -3.669 1.384  0.116
H18 -2.201 -5.272 -0.232  0.118
H19 -1.046 -2.014 -2.722  0.142
H20 0.531 0.754 -1.823  0.111
H21 2.504 3.517 -1.249  0.014
H22 0.769 -1.399 -0.940  0.100
H23 4.119 0.059 -2.516  0.057
H24 2.695 -0.934 -2.894  0.031
H25 2.507 0.785 -2.552  0.016
H26 2.669 -2.841 -0.417  0.065
H27 4.035 -2.383 0.559  0.033
H28 4.861 -3.599 -1.383  0.083
H29 3.822 -2.719 -2.482  0.005
H30 5.241 -1.900 -1.760  0.069
H31 -0.165 -1.850 0.992  0.101
H32 2.050 -3.776 2.690  0.046
H33 2.817 0.012 2.029  0.018
C22 0.508 6.265 4.378  -0.068
C23 -0.029 5.285 5.310  -0.256
N4 -0.470 4.514 6.037  0.135
H34 1.049 5.770 3.573  0.078
H35 -0.297 6.852 3.937  0.071
H36 1.192 6.945 4.885  0.057
C24 -0.559 -7.579 -4.808  -0.045
C25 0.556 -7.863 -5.698  -0.279
N5 1.439 -8.089 -6.396  0.161
H37 -1.229 -6.846 -5.257  0.087
H38 -1.125 -8.487 -4.607  0.096
H39 -0.194 -7.179 -3.863  0.066
C26 2.787 -9.516 -3.624  -0.077
C27 3.811 -8.878 -2.811  -0.282
N6 4.602 -8.370 -2.155  0.125
H40 1.867 -9.635 -3.051  0.080
H41 2.559 -8.920 -4.505  0.029
H42 3.102 -10.505 -3.952  0.088
C28 1.361 -4.384 -6.004  -0.061
C29 2.336 -3.672 -5.193  -0.238
N7 3.129 -3.120 -4.575  0.160
H43 1.575 -5.452 -6.005  0.053
H44 0.350 -4.226 -5.629  0.069
H45 1.392 -4.031 -7.034  0.078
C30 -0.084 -6.415 -8.990  -0.068
C31 -0.535 -5.032 -9.003  -0.291
N8 -0.896 -3.943 -8.971  0.131
H46 0.584 -6.583 -8.149  0.031
H47 -0.928 -7.096 -8.894  0.087
H48 0.454 -6.664 -9.903  0.090
C32 -3.042 6.213 -0.262  -0.101
C33 -2.096 6.961 0.546  -0.298
N9 -1.338 7.536 1.187  0.134
H49 -3.955 5.997 0.295  0.077
H50 -3.318 6.759 -1.158  0.036
H51 -2.615 5.260 -0.579  0.033
C34 -3.764 -1.298 6.638  -0.054
C35 -2.722 -1.460 5.637  -0.244
N10 -1.862 -1.561 4.883  0.147
H52 -4.474 -0.534 6.325  0.079
H53 -4.299 -2.234 6.800  0.045
H54 -3.325 -0.989 7.586  0.092
C36 -0.868 -6.515 2.649  -0.063
C37 -2.282 -6.507 2.990  -0.282
N11 -3.399 -6.495 3.251  0.145
H55 -0.256 -6.234 3.505  0.085
H56 -0.551 -7.503 2.320  0.089
H57 -0.662 -5.810 1.844  0.064
C38 -5.890 8.949 0.991  -0.072
C39 -6.657 7.938 1.702  -0.289
N12 -7.248 7.136 2.270  0.124
H58 -5.355 8.506 0.153  0.069
H59 -6.530 9.738 0.602  0.084
H60 -5.153 9.413 1.645  0.086
C40 0.594 7.861 -2.964  -0.078
C41 -0.831 7.925 -2.702  -0.253
N13 -1.955 7.986 -2.480  0.146
H61 1.160 8.145 -2.078  0.085
H62 0.881 6.851 -3.242  0.043
H63 0.863 8.526 -3.782  0.077
C42 -2.379 6.989 -6.510  -0.056
C43 -0.957 6.982 -6.207  -0.249
N14 0.166 6.983 -5.972  0.156
H64 -2.611 6.233 -7.258  0.086
H65 -2.955 6.782 -5.610  0.082
H66 -2.678 7.961 -6.895  0.089
C44 3.296 8.529 2.229  -0.066
C45 3.227 8.632 3.680  -0.282
N15 3.164 8.707 4.822  0.136
H67 4.316 8.319 1.912  0.085
H68 2.651 7.727 1.873  0.073
H69 2.974 9.460 1.767  0.085
C46 2.837 4.850 -5.724  -0.068
C47 2.850 4.889 -4.271  -0.252
N16 2.861 4.921 -3.124  0.149
H70 3.774 4.441 -6.098  0.088
H71 2.015 4.231 -6.076  0.084
H72 2.700 5.851 -6.125  0.067
C48 6.315 -1.041 1.330  -0.074
C49 7.085 -0.063 0.578  -0.279
N17 7.679 0.714 -0.021  0.129
H73 6.828 -1.315 2.251  0.089
H74 5.337 -0.641 1.592  0.046
H75 6.165 -1.946 0.743  0.069
C50 -3.442 -7.223 6.927  -0.065
C51 -3.813 -5.818 6.955  -0.266
N18 -4.106 -4.711 6.998  0.145
H76 -2.726 -7.443 7.717  0.085
H77 -4.322 -7.848 7.071  0.089
H78 -2.997 -7.479 5.968  0.059